1.
ORCA calculation (wB97M-V/def2-TZVPD) on one molecule with the formula C11H11NOS2.

The geometry in ORCA input format:
```
! RIJCOSX wB97M-V def2-TZVPD def2/J DEFGRID3
* xyz 0 1
O -1.51 2.12 0.90
S -0.75 -1.67 1.65
S -0.64 0.48 -3.29
C -0.92 1.05 0.72
C -0.66 -1.82 3.40
C -0.56 -0.59 4.04
C -0.58 0.52 3.11
C -0.73 0.09 1.80
C -0.48 0.73 -0.68
C -1.30 0.98 -1.74
C 0.72 -0.20 -2.46
C 0.72 -0.06 -1.09
N -2.54 1.58 -1.64
C 1.81 -0.82 -3.32
C 1.87 -0.41 -0.15
H -0.62 -2.76 3.92
H -0.53 -0.54 5.15
H -0.46 1.56 3.38
H -2.96 1.93 -2.51
H -2.60 2.19 -0.81
H 2.14 -0.07 -4.03
H 2.70 -1.15 -2.70
H 1.46 -1.67 -3.92
H 2.82 -0.51 -0.66
H 1.96 0.41 0.59
H 1.64 -1.38 0.38
*
```

The lowest unoccupied orbital energy comes out at 0.04 eV. Its energy above the lowest of the compared OMol25 structures with the same formula, charge and spin is 83.1 kJ/mol. The HOMO-LUMO gap comes out at 7.68 eV. The SMILES is Cc1sc(N)c(C(=O)c2cccs2)c1C. As for the HOMO energy: -7.64 eV.

---

2.
ORCA calculation (wB97M-V/def2-TZVPD) on C11H12AgN4O2S as an isolated structure.

The geometry in ORCA input format:
```
! RIJCOSX wB97M-V def2-TZVPD def2/J DEFGRID3
* xyz 1 1
Ag 0.53 0.93 -1.42
O 3.06 -3.08 4.11
C 1.76 -3.61 3.98
N 0.98 -2.91 2.96
C -0.25 -2.41 3.28
O -0.80 -2.76 4.31
C -0.82 -1.48 2.22
C -2.22 -1.41 2.26
C -2.80 -0.52 1.36
C -1.97 0.25 0.54
N -0.63 0.21 0.50
C -0.07 -0.65 1.39
H 3.30 -2.95 5.03
H 1.21 -3.54 4.93
H 1.93 -4.67 3.75
H 1.52 -2.47 2.20
H -2.81 -1.92 3.04
H -3.88 -0.44 1.25
H -2.35 0.94 -0.21
H 1.01 -0.74 1.43
S -1.72 1.13 -2.96
C -0.49 2.04 -3.67
N -0.90 3.06 -4.48
C -0.03 4.00 -4.92
C 1.33 3.78 -4.72
C 1.73 2.72 -3.92
N 0.84 1.80 -3.47
H -1.91 3.00 -4.55
H -0.45 4.78 -5.49
H 2.15 4.40 -5.10
H 2.76 2.52 -3.62
*
```

The lowest unoccupied orbital energy comes out at -4.38 eV. Its energy above the lowest of the compared OMol25 structures with the same formula, charge and spin is 33.1 kJ/mol. The HOMO-LUMO gap comes out at 7.66 eV. As for the HOMO energy: -12.04 eV.

---

3.
ORCA calculation (wB97M-V/def2-TZVPD) on C11H12BBr2FN2O4SV as an isolated structure.

The geometry in ORCA input format:
```
! RIJCOSX wB97M-V def2-TZVPD def2/J DEFGRID3
* xyz 1 1
C -1.75 -2.77 -4.29
C -0.90 -2.60 -3.01
O -1.40 -3.54 -2.05
B -0.84 -3.50 -0.81
O -0.81 -4.68 -0.10
C -0.25 -2.20 -0.09
C -0.85 -1.00 -0.06
C -0.34 0.13 0.61
F -1.12 1.22 0.55
C 0.83 0.12 1.30
C 1.30 1.38 2.04
Br 3.11 1.36 2.72
C 1.08 2.66 1.17
C 2.25 3.62 1.01
Br -0.36 3.72 2.07
C 1.49 -1.14 1.29
N 2.62 -1.45 1.92
S 2.99 -2.96 1.64
N 1.73 -3.40 0.72
C 1.00 -2.32 0.61
H -1.14 -2.77 -5.19
H -2.58 -2.06 -4.34
H -2.20 -3.76 -4.22
H 0.13 -2.80 -3.28
H -1.03 -1.57 -2.67
H -1.15 -4.46 0.78
H -1.80 -0.89 -0.57
H 0.65 1.49 2.91
H 0.69 2.45 0.18
H 3.09 3.18 0.48
H 1.90 4.44 0.38
H 2.56 4.09 1.94
O -3.42 7.84 1.14
V -2.79 6.58 1.96
O -2.70 5.61 3.29
*
```

The lowest unoccupied orbital energy comes out at -9.24 eV. Its energy above the lowest of the compared OMol25 structures with the same formula, charge and spin is 0.0 kJ/mol. The HOMO-LUMO gap comes out at 2.16 eV. As for the HOMO energy: -11.40 eV.

---

4.
ORCA calculation (wB97M-V/def2-TZVPD) on C11H12BN5O2ReS5Sb as an isolated structure.

The geometry in ORCA input format:
```
! RIJCOSX wB97M-V def2-TZVPD def2/J DEFGRID3
* xyz 2 1
Re -1.57 -0.35 1.79
N 2.65 3.39 -3.58
C 1.72 2.67 -2.96
C 1.48 2.87 -1.57
C 0.51 2.15 -0.93
C -0.24 1.20 -1.66
C 0.00 0.98 -3.04
C 0.97 1.70 -3.67
S -1.47 0.35 -0.93
O -1.94 1.12 0.30
O -2.42 -0.20 -1.82
N -0.91 -0.91 0.14
C -0.28 -2.13 -0.01
N -0.12 -2.81 1.18
C 0.53 -3.99 1.18
C 0.97 -4.51 -0.01
C 0.77 -3.76 -1.16
N 0.16 -2.57 -1.17
H 3.18 4.10 -3.10
H 2.82 3.29 -4.57
H 2.05 3.61 -1.03
H 0.31 2.34 0.11
H -0.59 0.26 -3.58
H 1.15 1.56 -4.73
H 0.66 -4.49 2.13
H 1.48 -5.47 -0.04
H 1.10 -4.12 -2.13
S -3.29 -4.82 2.00
Sb -2.98 -3.20 3.39
S -0.51 -2.04 2.59
S -3.58 -0.96 2.08
S -3.18 -3.06 5.49
B 0.34 3.43 3.34
C -0.35 2.11 3.12
N -0.91 1.10 2.87
H 1.05 3.48 2.34
H 0.98 3.40 4.36
H -0.54 4.25 3.30
*
```

The lowest unoccupied orbital energy (alpha / beta) comes out at -9.98 / -9.98 eV. The HOMO-LUMO gap (alpha / beta) comes out at 4.33 / 4.33 eV. As for the HOMO energy (alpha / beta): -14.31 / -14.31 eV.

---

5.
ORCA calculation (wB97M-V/def2-TZVPD) on C11H12BrClPb as an isolated structure.

The geometry in ORCA input format:
```
! RIJCOSX wB97M-V def2-TZVPD def2/J DEFGRID3
* xyz -2 1
C -1.42 -0.84 -1.93
C -1.50 -1.87 -0.95
C -2.28 -1.34 0.15
H -1.07 -2.84 -1.03
C -2.64 -0.01 -0.19
C -2.12 0.30 -1.45
H -2.22 1.21 -2.01
H -0.95 -0.95 -2.90
H -2.51 -1.90 1.04
H -3.21 0.69 0.43
Pb 0.07 -0.44 1.28
Br 1.26 -2.72 2.13
C 2.28 1.32 0.21
C 1.43 2.08 -0.63
C 1.23 1.34 -1.83
H 0.97 3.03 -0.44
C 1.96 0.11 -1.70
C 2.62 0.12 -0.45
H 3.22 -0.70 -0.08
H 2.59 1.59 1.22
H 0.67 1.64 -2.68
H 1.97 -0.67 -2.44
Cl -1.68 0.71 3.26
C -0.64 1.70 2.38
H -1.15 2.26 1.59
H 0.42 1.73 2.60
*
```

The lowest unoccupied orbital energy comes out at 5.39 eV. The HOMO-LUMO gap comes out at 5.12 eV. As for the HOMO energy: 0.27 eV.

---

6.
ORCA calculation (wB97M-V/def2-TZVPD) on C11H12CaNO5 as an isolated structure.

The geometry in ORCA input format:
```
! RIJCOSX wB97M-V def2-TZVPD def2/J DEFGRID3
* xyz 1 1
Ca -1.42 1.65 -0.54
O 1.91 2.86 2.18
C 1.01 2.33 1.39
O 0.57 2.87 0.39
C 0.49 1.00 1.83
C 1.05 0.17 2.79
C 0.36 -1.00 3.11
C -0.85 -1.28 2.49
C -1.32 -0.40 1.52
N -0.65 0.69 1.21
C -2.68 -0.53 0.78
O -3.43 -1.42 1.12
O -2.87 0.34 -0.12
H 2.18 3.75 1.91
H 1.98 0.42 3.27
H 0.76 -1.67 3.85
H -1.45 -2.14 2.75
C 1.39 -0.84 -2.16
C 0.08 -1.65 -2.08
C -0.97 -0.64 -2.52
O -0.48 0.61 -2.04
C 0.92 0.61 -2.35
H 2.00 -1.16 -3.00
H 1.98 -0.94 -1.25
H -0.11 -1.99 -1.06
H 0.09 -2.51 -2.74
H -1.96 -0.80 -2.07
H -1.04 -0.60 -3.61
H 1.41 1.32 -1.68
H 1.06 0.95 -3.39
*
```

The lowest unoccupied orbital energy comes out at -4.07 eV. Its energy above the lowest of the compared OMol25 structures with the same formula, charge and spin is 80.9 kJ/mol. The HOMO-LUMO gap comes out at 8.76 eV. As for the HOMO energy: -12.83 eV.

---

7.
ORCA calculation (wB97M-V/def2-TZVPD) on a 5-piece molecular cluster, C11H12Cl12F3N2O overall.

The geometry in ORCA input format:
```
! RIJCOSX wB97M-V def2-TZVPD def2/J DEFGRID3
* xyz 1 1
O 1.79 0.98 1.87
C 0.75 0.63 1.00
C -0.34 -0.14 1.76
N -1.69 0.03 1.17
C -2.47 -1.03 1.01
C -3.75 -0.85 0.49
C -4.12 0.44 0.15
C -3.21 1.48 0.36
N -2.01 1.27 0.87
C 1.35 -0.26 -0.09
F 0.35 -1.00 -0.61
F 2.28 -1.07 0.35
F 1.84 0.48 -1.08
H 1.41 1.52 2.58
H 0.39 1.53 0.51
H -0.09 -1.19 1.75
H -0.39 0.16 2.80
H -2.10 -2.00 1.30
H -4.42 -1.69 0.37
H -5.09 0.66 -0.26
H -3.45 2.50 0.11
C 0.40 -4.01 -2.45
Cl -1.32 -3.88 -2.06
Cl 0.88 -5.70 -2.57
Cl 0.78 -3.15 -3.93
H 0.96 -3.56 -1.64
C 0.19 2.11 5.68
Cl -1.49 2.20 6.19
Cl 0.72 0.43 5.53
Cl 0.42 2.97 4.14
H 0.81 2.59 6.42
C 0.41 5.68 0.79
Cl 1.64 5.76 2.04
Cl 1.10 5.86 -0.81
Cl -0.48 4.14 0.91
H -0.30 6.48 0.95
C 3.62 -4.13 -7.22
Cl 3.05 -2.46 -7.30
Cl 5.37 -4.18 -7.05
Cl 2.83 -4.99 -5.91
H 3.36 -4.61 -8.15
*
```

The lowest unoccupied orbital energy comes out at -4.99 eV. The HOMO-LUMO gap comes out at 7.38 eV. As for the HOMO energy: -12.37 eV.

---

8.
ORCA calculation (wB97M-V/def2-TZVPD) on one molecule with the formula C11H12ClN2O2PS.

The geometry in ORCA input format:
```
! RIJCOSX wB97M-V def2-TZVPD def2/J DEFGRID3
* xyz 0 1
C 3.09 1.52 -0.42
C 1.91 1.57 -1.38
C 1.23 0.24 -1.76
Cl 2.40 -1.05 -2.08
C 0.08 -0.13 -0.84
C -1.07 0.53 -1.14
C -2.24 0.41 -0.37
N -3.35 1.11 -0.71
C -4.38 0.95 0.06
C -4.37 0.09 1.20
N -3.32 -0.59 1.55
C -2.22 -0.43 0.76
C -1.04 -1.12 1.07
C 0.09 -0.99 0.30
P 1.44 -2.08 0.85
O 1.12 -2.26 2.43
O 2.78 -1.20 0.87
S 1.51 -3.78 -0.03
H 3.83 0.78 -0.71
H 3.55 2.50 -0.38
H 2.75 1.30 0.60
H 1.14 2.24 -0.99
H 2.26 2.01 -2.32
H 0.76 0.42 -2.73
H -1.12 1.19 -2.00
H -5.29 1.50 -0.18
H -5.27 -0.01 1.79
H -1.05 -1.77 1.93
H 1.50 -1.57 2.97
H 3.30 -1.36 1.66
*
```

The lowest unoccupied orbital energy comes out at -0.55 eV. Its energy above the lowest of the compared OMol25 structures with the same formula, charge and spin is 0.0 kJ/mol. The HOMO-LUMO gap comes out at 8.16 eV. The SMILES is CC[C@@H](Cl)c1cc2nccnc2cc1P(O)(O)=S. As for the HOMO energy: -8.72 eV.

---

no.,largest force on an atom (eV/A)
1,2.36
2,2.17
3,4.18
4,3.56
5,2.76
6,4.49
7,0.94
8,0.84